Entry 1:
# C22H24FN3O3

A molecular structure, C22H24FN3O3 (the ωB97M-V functional and the def2-TZVPD basis, the OMol25 dataset).

Geometry as XYZ:
```
53
Properties=species:S:1:pos:R:3:nbo_charge:R:1
O -4.50 0.33 -0.78 -0.6468
C -3.66 0.97 -1.39 0.6468
C -3.72 2.43 -1.61 -0.3427
C -4.77 3.18 -1.27 0.1396
C -4.84 4.67 -1.49 -0.4478
C -6.31 4.92 -1.82 -0.3959
C -7.09 3.87 -1.01 -0.4054
C -6.09 2.74 -0.68 -0.4688
N -2.55 0.38 -1.92 -0.6032
C -2.28 -1.03 -1.77 -0.2482
C -0.93 -1.24 -1.15 0.2627
C -0.34 -2.61 -0.78 -0.4184
C 0.68 -1.70 -0.05 0.0976
N 1.57 -2.21 0.96 -0.6055
C 2.41 -1.32 1.59 0.6635
O 2.03 -0.27 2.07 -0.5946
C 3.82 -1.75 1.76 0.0305
C 4.55 -2.76 1.20 -0.2454
C 5.86 -2.65 1.75 -0.1771
C 7.06 -3.36 1.60 0.4378
F 7.07 -4.41 0.77 -0.3228
C 8.19 -3.00 2.27 -0.3200
C 8.15 -1.89 3.14 -0.1774
C 7.01 -1.15 3.33 -0.2607
C 5.87 -1.55 2.63 0.1738
N 4.60 -1.02 2.61 -0.4942
C 1.29 -0.97 -1.26 -0.0911
O 0.10 -0.68 -2.00 -0.5435
C -0.52 -0.76 0.25 -0.4113
H -2.86 2.91 -2.06 0.1978
H -4.58 5.17 -0.55 0.2157
H -4.15 5.02 -2.26 0.2180
H -6.62 5.94 -1.59 0.2105
H -6.48 4.77 -2.89 0.2003
H -7.50 4.31 -0.10 0.2033
H -7.94 3.49 -1.58 0.2105
H -6.38 1.76 -1.06 0.2537
H -5.97 2.61 0.39 0.2341
H -1.86 0.95 -2.39 0.4037
H -3.06 -1.44 -1.13 0.2496
H -2.31 -1.54 -2.73 0.2028
H -0.96 -3.17 -0.08 0.2216
H 0.02 -3.24 -1.59 0.2091
H 2.05 -3.05 0.67 0.3859
H 4.22 -3.49 0.48 0.2273
H 9.10 -3.57 2.13 0.2317
H 9.06 -1.61 3.67 0.2180
H 6.99 -0.30 4.00 0.2213
H 4.26 -0.22 3.11 0.4375
H 1.80 -0.05 -0.97 0.1897
H 1.96 -1.60 -1.85 0.1782
H -0.30 0.30 0.38 0.2245
H -1.15 -1.14 1.04 0.2238
```

For the orbital gap, the calculation gives 8.7704 eV. The calculation puts the HOMO energy at -8.52 eV. Its total energy is -36533.894 eV. For the LUMO energy, the calculation gives 0.3 eV. As for the energy above the lowest of the compared OMol25 structures with the same formula, charge and spin: 51.5 kcal per mole.


Entry 2:
# C22H25ILaNO

A molecular structure, C22H25ILaNO at a distorted geometry (the ωB97M-V functional and the def2-TZVPD basis, the OMol25 dataset).

Geometry as XYZ:
```
51
Properties=species:S:1:pos:R:3:mulliken_charge:R:1
C -0.85 -2.10 -0.62 -0.3863
C -1.94 -1.31 -0.17 -1.3284
C -2.08 -0.21 -1.06 -0.1033
H -2.53 -1.50 0.70 0.6238
C -1.11 -0.35 -2.07 -0.2463
C -0.36 -1.51 -1.81 -1.1177
H -0.93 0.34 -2.87 0.5650
C 1.17 -0.18 2.03 -1.0670
C -0.14 -0.63 2.28 -0.8638
C -1.02 0.46 2.09 -0.9870
H -0.43 -1.63 2.53 0.6486
C -0.27 1.60 1.71 0.2969
C 1.09 1.19 1.69 -0.9723
H -2.82 0.57 -0.99 0.7776
H 0.50 -1.84 -2.36 0.7047
H -0.48 -2.99 -0.16 0.5133
H 1.93 1.80 1.41 0.4461
H -2.09 0.42 2.18 0.6806
H 2.07 -0.77 2.06 0.7667
La 0.00 0.00 0.00 0.6223
C -0.78 3.00 1.46 2.8853
C 0.14 3.98 2.20 -1.9392
C -2.21 3.15 1.98 -2.1667
H 0.17 3.75 3.26 0.4477
H -0.21 5.00 2.07 0.4965
H 1.16 3.92 1.82 0.3385
H -2.25 2.98 3.06 0.4614
H -2.88 2.45 1.50 0.3059
H -2.57 4.16 1.79 0.4784
C -0.74 3.23 -0.05 -0.7280
C -1.09 4.61 -0.58 0.0411
H -1.42 2.52 -0.53 -0.2142
H 0.24 2.97 -0.43 0.7835
O -1.09 5.64 0.09 -0.6708
N -1.40 4.64 -1.91 -0.0237
C -1.62 3.52 -2.79 -1.0963
H -1.69 5.55 -2.23 0.2982
C -3.00 2.90 -2.74 0.7767
C -3.31 1.88 -3.63 -0.2914
H -2.56 1.54 -4.33 0.4646
C -4.56 1.29 -3.62 -0.6652
H -4.79 0.50 -4.32 0.3999
C -5.53 1.71 -2.71 -0.4916
H -6.50 1.25 -2.70 0.4019
C -5.22 2.72 -1.81 -0.7094
H -5.96 3.05 -1.10 0.4193
C -3.97 3.32 -1.83 -0.1140
H -3.74 4.11 -1.13 0.4178
H -0.88 2.74 -2.58 0.0715
H -1.42 3.85 -3.81 0.5609
I 2.88 -1.22 -0.81 -0.5121
```

For the orbital gap, the calculation gives 7.9520 eV. The calculation puts the HOMO energy at -7.93 eV. Its total energy is -35715.352 eV. For the LUMO energy, the calculation gives 0.0 eV. As for the energy above the lowest of the compared OMol25 structures with the same formula, charge and spin: 59.4 kcal per mole.


Entry 3:
# CH12N2O5

5 unconnected molecules or ions with the total composition CH12N2O5 at a distorted geometry (the ωB97M-V functional and the def2-TZVPD basis, the OMol25 dataset).

Geometry as XYZ:
```
20
Properties=species:S:1:pos:R:3:nbo_charge:R:1
N 0.73 -2.08 -0.55 -1.1030
C 0.04 -0.80 -0.57 0.5179
N -0.77 -0.65 -1.64 -0.8655
O 0.09 0.09 0.39 -0.8027
H 1.40 -2.06 0.25 0.3795
H 0.71 -2.72 -1.29 0.2913
H -1.31 0.19 -1.65 0.4170
H -0.72 -1.29 -2.41 0.3326
H -1.63 -1.70 1.59 0.4893
H -0.97 -0.62 2.74 0.4897
O -1.74 -0.97 2.28 -1.0239
H 1.44 0.65 -0.81 0.4661
H 2.30 0.75 -2.10 0.4507
O 1.74 1.28 -1.47 -0.9973
H 1.62 1.28 0.97 0.4830
H 2.11 2.56 0.67 0.4525
O 2.33 1.89 1.20 -0.9495
H -1.53 1.13 0.22 0.4969
H -2.82 0.46 0.92 0.4936
O -2.49 0.87 0.06 -1.0181
```

For the orbital gap (alpha / beta), the calculation gives 3.2435 / 10.1782 eV. The calculation puts the HOMO energy (alpha / beta) at 0.48 / -6.67 eV. Its spin multiplicity is 2. Its total energy is -14448.818 eV. For the LUMO energy (alpha / beta), the calculation gives 3.7 / 3.5 eV. As for the energy above the lowest of the compared OMol25 structures with the same formula, charge and spin: 18.6 kcal per mole. Its net charge is -1.


Entry 4:
# C26H51Cl3HgN2O6PSi

A molecular structure, C26H51Cl3HgN2O6PSi at a distorted geometry (the ωB97M-V functional and the def2-TZVPD basis, the OMol25 dataset).

Geometry as XYZ:
```
91
Properties=species:S:1:pos:R:3:mulliken_charge:R:1
C -2.41 -2.36 -5.31 -1.8032
C -1.54 -2.74 -4.14 0.7103
H -2.86 -3.25 -5.75 0.5182
H -1.83 -1.86 -6.10 0.1629
H -3.22 -1.70 -4.98 0.3918
C -0.69 -3.78 -4.17 0.2189
C -0.58 -4.64 -5.38 -1.6834
H -0.16 -4.10 -3.28 0.5188
H -0.12 -4.12 -6.23 0.2894
H -1.56 -5.01 -5.69 0.3689
H 0.04 -5.50 -5.15 0.4227
Hg -0.39 2.53 0.54 0.2937
Cl -2.69 2.17 0.63 -0.3078
Cl 1.80 3.19 0.10 -0.4685
H 1.32 5.81 3.73 0.3069
H -0.89 7.51 2.79 0.3373
C 1.17 5.52 2.68 -0.6449
C -0.81 6.81 1.94 -1.1238
N -0.25 5.54 2.34 0.8368
H 1.59 4.53 2.51 -0.1879
C -1.06 4.52 2.74 -0.4643
O -0.66 3.52 3.35 -0.3633
H -1.82 6.65 1.53 0.3117
H -2.12 4.66 2.43 0.3314
H 1.67 6.24 2.03 0.3410
H -0.17 7.27 1.18 0.3256
H 2.88 -1.09 -3.36 0.2788
H 2.45 -3.50 -3.04 0.2293
C 3.46 -1.03 -2.43 -1.1653
C 3.12 -3.44 -2.17 -0.9375
N 3.03 -2.12 -1.56 0.6133
H 3.29 -0.07 -1.94 0.2577
C 3.17 -1.96 -0.21 -0.1451
O 3.52 -0.92 0.34 -0.4440
H 2.80 -4.20 -1.44 0.3093
H 2.92 -2.88 0.35 0.2116
H 4.53 -1.14 -2.67 0.3827
H 4.14 -3.66 -2.51 0.3412
O -0.57 -0.71 -3.30 -0.1740
C -1.54 -1.73 -3.01 -0.7705
C -0.06 -2.83 -1.26 0.7125
C -1.31 -2.38 -1.65 0.3205
H 0.81 -2.53 -1.85 0.9356
C 0.07 -3.73 -0.20 -0.8472
H -2.53 -1.26 -3.01 0.6389
C -2.40 -2.59 -0.80 -0.8454
H 1.03 -4.21 -0.01 -0.0074
C -1.06 -4.07 0.56 -0.2780
C -2.27 -3.43 0.29 -0.7469
H -3.36 -2.16 -1.08 0.3882
H -0.97 -4.82 1.35 0.4436
H -3.13 -3.64 0.92 0.3405
Si -0.53 0.79 -3.93 -0.1784
Cl -0.02 -0.08 0.98 -0.3256
C 1.24 1.37 -3.69 -0.7149
C -1.60 1.90 -2.84 -0.4404
C -0.94 0.79 -5.74 -1.2304
H 1.49 1.48 -2.62 0.0339
H 1.39 2.35 -4.18 0.4268
H 1.95 0.65 -4.13 0.2060
H -0.38 -0.01 -6.25 0.2631
H -0.64 1.76 -6.15 0.3812
H -2.01 0.64 -5.93 0.2793
H -2.37 1.34 -2.28 0.2887
H -2.11 2.68 -3.44 0.4192
H -0.97 2.41 -2.10 -0.3184
C -3.07 -0.20 4.62 -1.7763
C -1.98 0.56 3.90 0.7345
O -0.84 -0.50 3.68 0.4567
P 0.46 -0.40 2.87 -1.0186
O 1.30 -1.70 2.82 0.8944
C 0.93 -3.03 3.51 -0.9821
C 1.42 -2.88 4.93 -1.4645
O 1.35 0.79 3.31 0.2808
C 2.87 0.65 3.11 0.1307
C 3.45 1.95 3.56 -1.4451
H -3.47 -1.00 3.98 0.3109
H -3.90 0.47 4.88 0.5295
H -2.66 -0.63 5.55 0.3206
H -2.31 0.94 2.92 0.0114
H -1.52 1.35 4.50 0.2313
H -0.15 -3.11 3.39 0.3553
H 1.43 -3.81 2.94 0.3155
H 0.78 -2.15 5.43 0.1351
H 1.33 -3.81 5.49 0.6034
H 2.47 -2.56 4.97 0.2448
H 3.15 -0.19 3.76 0.1965
H 3.09 0.42 2.05 0.2140
H 3.18 2.12 4.61 0.3475
H 4.54 1.88 3.49 0.5194
H 3.12 2.78 2.93 0.0825
```

For the orbital gap, the calculation gives 1.8610 eV. The calculation puts the HOMO energy at 0.35 eV. Its total energy is -101964.544 eV. For the LUMO energy, the calculation gives 2.2 eV. As for the energy above the lowest of the compared OMol25 structures with the same formula, charge and spin: 76.1 kcal per mole. Its net charge is -1.